# 1
Computed, not measured: a molecular structure, C23H33AsF6N2OS4Tc, with ωB97M-V/def2-TZVPD.

Calculated values
net charge	+1
HOMO (alpha / beta)	-10.87 / -12.05	eV
energy above the lowest of the compared OMol25 structures with the same formula, charge and spin	117.5	kJ/mol
multiplicity	3
<S²>	2.0515
orbital gap (alpha / beta)	5.99 / 6.68	eV

Structure (XYZ):
```
71
Properties=species:S:1:pos:R:3:lowdin_spin:R:1
H 1.5150 3.0331 3.6309 0.0000
H 3.4185 -2.9881 2.6883 -0.0001
H 2.7282 -2.7592 1.0951 0.0000
C 1.0595 0.9320 3.4363 -0.0023
C 0.8125 -3.9422 2.2413 0.0005
H 5.1922 1.6425 -0.2367 0.0000
H 1.8566 -3.5400 4.5447 -0.0001
H 3.0547 -1.3616 2.1328 -0.0001
O -2.4915 4.0623 -4.8162 0.0441
C -3.2999 -0.7741 1.8206 -0.0039
C -3.8581 -1.8476 0.8806 -0.0016
N 2.9555 -0.6626 -0.5199 0.0004
C 3.0437 1.3501 0.1763 0.0101
H -3.2154 -0.4432 3.9795 0.0000
H 2.9752 1.4573 4.2444 0.0000
F 0.3966 -3.7671 -2.8360 0.0008
C -1.8078 -0.7030 1.7769 -0.0435
C -0.9534 -1.8199 1.8587 0.0054
N 2.2175 0.3149 0.0110 -0.0011
C -0.8523 2.5862 -1.7430 0.2028
H -5.0608 0.4351 1.6052 0.0004
C -1.7807 1.6086 -2.0273 0.1387
S -0.8020 3.9654 -2.7856 0.0694
C 1.3739 -2.6142 4.2445 -0.0008
C -2.1303 3.4265 -3.8866 0.0122
C 2.7167 -2.3882 2.1161 -0.0007
H -3.7469 0.9284 0.5516 0.0078
H -0.6669 0.9022 4.7668 -0.0001
C 2.5695 0.7240 3.5536 -0.0003
F 2.1410 -2.0539 -2.7229 0.0002
H 1.5883 -4.6747 2.4478 0.0000
H 0.5510 -0.2955 5.1796 0.0000
As 0.3907 -2.0881 -2.6763 0.0017
H 0.3738 -2.6024 4.6677 0.0001
H 2.8289 -0.2541 3.9414 0.0000
H 1.0262 2.5733 2.0006 0.0016
H 0.6096 -3.9686 1.1741 0.0002
H -4.9428 -1.8547 0.9450 -0.0002
F 0.2629 -1.5410 -4.2694 0.0006
F 0.5147 -2.2445 -0.8031 0.0218
H -0.0766 -4.2516 2.7855 0.0000
C 0.3359 0.0118 2.4487 -0.0422
H 4.9558 -0.9370 -1.1310 0.0004
H 1.9475 -1.7974 4.6626 0.0000
H 3.0530 0.8702 2.5920 0.0001
C 0.8378 2.4066 3.0572 0.0018
H 2.5614 -1.5657 -0.7449 0.0002
C -3.6000 -1.1826 3.2822 -0.0051
H 0.8413 1.4037 5.5277 -0.0005
H -1.4053 1.4007 2.3048 0.0026
C 0.4023 0.7125 4.8131 -0.0035
C 4.3231 1.0193 -0.2534 0.0020
H -3.5033 -2.8389 1.1475 0.0000
H -0.1693 2.7388 3.2876 0.0004
C -3.9850 0.5646 1.5470 0.0111
S -2.0000 0.2344 -1.0586 0.2438
H -3.5810 -1.6509 -0.1516 -0.0001
C 1.3071 -2.5589 2.7037 -0.0003
H -3.6994 1.3187 2.2739 0.0003
F -1.3175 -2.0413 -2.4551 0.0137
C -0.9831 0.4437 2.0368 -0.0039
Tc 0.1382 0.1625 0.1260 1.1196
H -3.1626 -2.1465 3.5220 0.0001
S 0.1728 2.5230 -0.3698 0.1661
H 2.6998 2.2787 0.5849 0.0016
H -4.6768 -1.2499 3.4062 -0.0008
C 0.3278 -1.4665 2.3103 -0.0130
S -2.8203 1.8611 -3.4049 0.0176
H -1.2855 -2.8210 1.6680 0.0010
C 4.2226 -0.2868 -0.6979 0.0085
F 0.5833 -0.2326 -2.1245 0.0146
```

# 2
Computed, not measured: 8 unconnected molecules or ions with the total composition C21H58O8, with ωB97M-V/def2-TZVPD.

Calculated values
SMILES	CC(C)O.CC(C)O.CC(C)O.CC(C)O.CC(C)O.CC(C)O.CC(C)O.O
net charge	0
HOMO	-9.35	eV
energy above the lowest of the compared OMol25 structures with the same formula, charge and spin	125.2	kJ/mol
orbital gap	9.76	eV

Structure (XYZ):
```
87
Properties=species:S:1:pos:R:3:lowdin_charge:R:1
H 8.7787 -17.0295 -19.3148 0.0392
H 13.9696 -14.6861 -14.6997 0.0826
H 10.7262 -12.2804 -18.6785 0.1109
H 6.8811 -15.3830 -17.6599 0.1296
C 8.9080 -16.1001 -23.5433 -0.0571
H 6.4487 -19.7344 -18.4604 0.0793
H 14.1191 -11.9038 -17.2347 0.0633
H 11.2428 -19.1710 -15.4061 0.0788
C 15.8785 -14.6900 -19.9146 -0.0357
O 13.7624 -15.8464 -19.8605 -0.0894
C 11.8050 -19.6971 -17.4748 -0.4864
H 11.7168 -16.8190 -21.6457 0.0649
H 11.0298 -14.7770 -18.5194 0.0165
H 8.6994 -13.6994 -18.3369 0.0738
H 10.8023 -20.7890 -15.9348 0.0794
H 5.4900 -17.1198 -20.3373 0.0887
H 14.2558 -16.4517 -19.2956 0.0839
H 7.9230 -19.0119 -17.8950 0.0651
O 12.1779 -13.8052 -16.8827 -0.0775
C 11.5740 -20.0174 -16.0056 -0.0541
H 13.6822 -13.2685 -20.7813 0.0666
H 13.8387 -14.4206 -17.7404 0.1055
H 9.5153 -10.9086 -20.6576 0.0821
C 10.8528 -11.2084 -18.8600 -0.4910
H 11.9071 -13.5781 -15.9828 0.0943
H 11.9109 -17.5446 -17.2729 0.0690
H 10.8925 -15.3667 -23.2682 0.1251
H 9.7867 -15.1776 -20.8296 0.0332
H 9.0371 -16.3889 -17.7472 0.0344
C 9.6780 -10.6011 -19.6263 -0.0464
H 10.8574 -19.5973 -18.0086 0.1314
C 13.6118 -13.9761 -16.7714 -0.4706
H 12.4570 -20.5093 -15.5926 0.0811
C 6.9997 -18.7947 -18.4391 -0.0417
C 12.5319 -18.3642 -17.6475 -0.0647
O 10.9803 -10.6136 -17.5681 -0.0544
C 7.2593 -18.1963 -19.8195 -0.4868
H 9.7156 -9.5095 -19.6235 0.0822
H 8.1726 -16.6151 -22.9113 0.0664
O 9.6966 -14.8097 -21.7212 -0.0627
H 6.5234 -14.1348 -15.5958 0.0861
H 14.9510 -15.8897 -21.5684 0.1396
H 12.9126 -18.1151 -18.6362 0.0676
H 11.9679 -15.6971 -19.3155 0.0104
H 8.7844 -10.8517 -19.0428 0.0658
H 10.1502 -17.3155 -21.1099 0.0621
H 7.9910 -18.8035 -20.3735 0.1329
H 6.4844 -18.0345 -17.8466 0.0817
H 15.4545 -13.9709 -19.2174 0.0683
H 8.4657 -15.2092 -23.9827 0.0799
H 13.3983 -18.3214 -16.9705 0.0816
C 7.6129 -15.0374 -16.9202 -0.4729
H 14.0089 -12.3063 -15.4623 0.0869
H 5.4864 -18.8809 -20.8731 0.0834
H 7.3265 -12.9139 -17.6470 0.0802
O 12.5695 -20.7310 -18.0902 -0.0481
H 13.4496 -20.6555 -17.7023 0.0852
H 12.2216 -11.4336 -20.5427 0.0757
H 10.2793 -10.9666 -17.0101 0.0788
H 16.4097 -15.5011 -19.4147 0.0805
O 7.1126 -14.9014 -15.5779 -0.0487
H 16.5771 -14.1879 -20.5852 0.0861
O 11.0286 -15.4794 -19.1845 -0.0564
H 13.0314 -11.3498 -19.0611 0.0531
C 12.1529 -10.9375 -19.5730 -0.0575
H 14.4932 -13.5963 -22.2558 0.0899
H 6.4444 -17.6609 -21.6811 0.0643
H 13.0216 -14.4858 -21.8223 0.0784
C 14.6987 -15.2157 -20.7416 -0.4603
H 15.3417 -12.9094 -16.4253 0.0855
H 9.6397 -15.4733 -16.3418 0.0819
O 7.9189 -16.9270 -19.7308 -0.0788
H 13.1917 -15.8200 -15.8872 0.0666
C 8.0739 -13.6844 -17.4404 -0.0559
C 13.9446 -15.0440 -15.7288 -0.0458
C 14.2767 -12.6487 -16.4612 -0.0393
H 10.6433 -17.8907 -22.6646 0.0861
H 9.0304 -16.8386 -24.3424 0.0783
H 8.6266 -16.8799 -16.1992 0.0865
C 8.7753 -15.9711 -16.7872 -0.0644
H 12.4077 -9.8769 -19.6171 0.0896
C 6.0622 -17.9720 -20.7073 -0.0456
C 10.7090 -17.0232 -22.0062 -0.0463
C 10.0910 -15.8143 -22.6621 -0.5008
H 14.8994 -15.5305 -15.9407 0.0805
H 8.7178 -13.2680 -16.6518 0.0820
C 13.9692 -14.0948 -21.4407 -0.0434
```

Number 1: M 768.71 g mol⁻¹, calculated total energy -152094.4733 eV, maximum force 2.19 eV/Å. Number 2: M 438.69 g mol⁻¹, calculated total energy -39096.8930 eV, maximum force 1.57 eV/Å.